A 13-piece molecular cluster, C44H96N8O23 overall at a distorted geometry, computed with ωB97M-V/def2-TZVPD.

Summary:
relative energy (zero: lowest compared OMol25 entry of this formula, charge and spin)	26.56	kcal per mole
charge	0
LUMO energy	0.49	eV
HOMO-LUMO gap	0.335	hartree
calculated total energy	-106196.1043	eV

Geometry as XYZ:
```
171
Properties=species:S:1:pos:R:3:forces:R:3:lowdin_charge:R:1
C -25.7025 -3.7699 -0.4680 -1.48 -0.05 0.50 -0.04
C -26.9805 -2.9111 -0.6044 -0.18 -0.66 -1.21 -0.17
O -28.1779 -3.6771 -0.2683 0.53 0.83 0.46 0.02
C -28.8272 -4.3954 -1.1828 0.21 -0.11 -0.16 -0.61
O -28.3838 -4.8722 -2.1945 0.10 0.15 -0.18 0.13
O -30.0644 -4.4997 -0.7362 -1.06 0.45 0.37 -0.01
C -31.0846 -5.2419 -1.4135 0.18 -0.37 -0.32 -0.01
H -26.0259 -4.7882 -0.6838 0.13 0.02 -0.62 0.06
H -25.3875 -3.8810 0.5695 0.51 0.62 -0.06 0.07
H -24.9573 -3.4513 -1.1969 0.20 -0.07 0.47 0.09
H -27.0541 -2.5944 -1.6448 -0.15 -0.34 -0.27 0.11
H -27.0949 -1.9572 -0.0894 0.39 -0.43 0.71 0.12
H -32.0572 -4.7667 -1.2857 0.23 0.18 0.51 0.08
H -31.0800 -6.2328 -0.9596 -0.22 -0.14 -0.35 0.09
H -30.9615 -5.2774 -2.4960 0.53 -0.18 0.07 0.10
C -22.6948 -11.1151 4.8880 -0.30 -0.54 0.01 -0.06
C -24.1677 -11.1942 4.5624 -0.48 0.56 0.28 -0.22
O -24.4159 -10.8863 3.1759 -0.24 0.32 -0.46 0.03
C -25.7019 -10.7538 2.8129 -1.32 -0.13 -0.34 -0.51
O -26.6712 -11.1652 3.4491 1.67 0.83 -1.27 0.10
O -25.7345 -10.0861 1.6088 1.64 -0.54 1.76 -0.01
C -26.8971 -10.0328 0.8509 -1.96 -0.85 -0.94 -0.06
H -22.1362 -12.0062 4.6018 0.15 0.32 -0.53 0.08
H -22.6071 -11.0895 5.9742 -0.06 0.22 0.08 0.08
H -22.3352 -10.1710 4.4788 0.46 -0.28 -0.05 0.08
H -24.5964 -10.3683 5.1300 -0.57 -0.22 0.13 0.12
H -24.6642 -12.1306 4.8170 0.14 0.05 0.06 0.13
H -27.1985 -11.0189 0.4977 -0.16 -0.56 0.68 0.08
H -26.7828 -9.5922 -0.1395 0.87 0.86 0.51 0.07
H -27.7453 -9.5623 1.3480 0.14 0.09 0.13 0.09
C -36.5464 -3.3757 -1.9412 1.09 -1.31 0.93 -0.04
C -35.9355 -3.9403 -0.6135 0.18 0.35 0.06 -0.17
O -35.8503 -5.3614 -0.4816 -1.65 0.66 0.79 0.03
C -35.0918 -6.0650 -1.2477 0.67 -1.08 -1.29 -0.65
O -34.4061 -5.6803 -2.1741 -0.07 -0.07 0.57 0.10
O -35.2454 -7.3293 -0.8383 1.12 -0.48 -0.02 -0.01
C -34.3927 -8.2999 -1.5156 0.05 0.53 0.32 0.00
H -36.2496 -2.3300 -2.0223 -0.55 0.05 0.05 0.08
H -37.6107 -3.6044 -1.9971 -0.01 0.53 0.14 0.08
H -36.0793 -3.8984 -2.7759 0.11 0.06 0.02 0.06
H -36.5112 -3.7136 0.2839 -0.27 0.41 -0.32 0.12
H -34.9210 -3.6188 -0.3780 0.05 0.62 -0.57 0.12
H -34.2444 -9.1500 -0.8498 -0.95 -0.21 -0.16 0.07
H -33.3647 -7.9511 -1.6143 -0.16 0.54 -0.48 0.07
H -34.8924 -8.4571 -2.4714 0.53 -0.61 0.03 0.11
C -26.8196 -7.9894 -2.4685 0.19 0.28 0.22 -0.06
C -28.2925 -8.1519 -2.7684 0.79 0.56 -0.08 -0.19
O -28.7865 -8.8147 -1.6085 0.81 -0.41 0.09 0.03
C -29.9910 -9.3019 -1.5671 -1.78 -0.34 0.78 -0.60
O -30.9622 -8.9786 -2.2048 0.17 0.11 -0.49 0.13
O -30.0345 -10.1932 -0.5706 1.04 -0.50 0.28 -0.01
C -31.1868 -10.9865 -0.3695 -1.23 -0.03 -0.44 -0.03
H -26.6036 -7.5413 -1.4986 -0.23 0.11 -0.04 0.07
H -26.3108 -7.3787 -3.2143 -0.06 -0.09 -0.13 0.08
H -26.3933 -8.9923 -2.4448 0.30 -0.01 -0.10 0.07
H -28.3020 -8.7906 -3.6516 -0.90 -0.11 -0.05 0.11
H -28.8259 -7.2125 -2.9139 0.05 -0.08 -0.10 0.11
H -31.3917 -11.6890 -1.1772 0.44 0.00 -0.24 0.08
H -32.0840 -10.3700 -0.3138 0.07 0.04 0.30 0.07
H -31.0708 -11.5777 0.5389 0.24 0.39 0.00 0.08
C -32.7153 -7.0090 -4.9257 0.77 -0.30 -1.55 -0.04
C -31.5546 -7.9973 -5.0604 0.26 -0.51 1.88 -0.23
O -31.2380 -8.3296 -6.4038 -0.52 0.18 -0.92 0.04
C -30.3575 -9.3030 -6.6706 -0.08 -0.29 3.49 -0.63
O -29.9206 -10.1091 -5.8544 -0.36 0.70 -0.96 0.09
O -30.0142 -9.1674 -7.8958 1.31 -0.07 -3.33 0.03
C -29.0351 -10.0810 -8.4819 -0.63 -0.21 0.35 0.01
H -33.5964 -7.5922 -5.1935 -0.37 0.44 0.29 0.08
H -32.5761 -6.2371 -5.6826 -0.18 0.17 -0.07 0.08
H -32.7910 -6.4975 -3.9661 0.00 -0.55 0.09 0.05
H -31.8433 -8.8878 -4.5021 0.24 -0.20 -0.17 0.11
H -30.6284 -7.6611 -4.5945 -0.05 0.26 0.08 0.11
H -28.9032 -9.8977 -9.5482 -0.51 0.62 0.16 0.10
H -29.4516 -11.0850 -8.4002 0.43 -0.08 0.31 0.10
H -28.0551 -9.9521 -8.0224 -0.41 -0.26 0.25 0.05
C -24.4579 -6.7943 0.5746 0.17 -0.46 -1.03 -0.34
O -24.2155 -7.1450 -0.5935 -0.60 0.58 1.48 -0.04
N -23.5548 -6.7251 1.5546 0.87 -0.30 0.22 -0.16
C -23.9009 -6.3564 2.9380 0.79 0.05 -0.14 -0.04
C -22.1692 -7.2042 1.2890 -0.55 0.17 0.98 -0.01
H -25.4398 -6.5005 0.9768 -0.28 -0.07 -0.53 0.14
H -23.1457 -5.6376 3.2559 -0.05 0.10 0.20 0.08
H -23.8595 -7.1949 3.6332 0.18 -0.33 -0.21 0.08
H -24.8768 -5.9034 3.1126 -0.07 0.01 -0.78 0.09
H -21.4248 -6.4200 1.4271 -0.20 0.35 -0.24 0.08
H -21.9313 -7.9261 2.0702 -0.04 -0.36 -0.17 0.08
H -22.0770 -7.6490 0.2981 -0.27 0.14 0.23 0.08
C -35.8425 -12.9837 -0.6853 -1.17 -1.99 0.95 -0.33
O -36.9974 -13.0277 -0.2271 1.59 0.54 -0.58 -0.04
N -35.0006 -14.0642 -0.6552 0.58 -0.57 -1.34 -0.16
C -33.6949 -14.1135 -1.4015 -1.06 0.43 1.09 -0.04
C -35.2226 -15.3749 0.0072 -0.45 0.88 0.43 -0.05
H -35.3784 -12.0825 -1.1151 -0.09 -0.10 -0.05 0.13
H -33.4357 -13.1117 -1.7438 0.11 -0.15 -0.01 0.07
H -33.7309 -14.8093 -2.2397 -0.17 0.13 -0.05 0.09
H -32.9760 -14.4947 -0.6762 0.36 0.23 -0.22 0.06
H -35.2356 -16.2777 -0.6035 0.51 0.41 -0.83 0.08
H -34.3775 -15.4238 0.6938 -0.21 -0.53 0.33 0.07
H -36.1865 -15.4811 0.5049 0.09 0.78 0.30 0.08
C -30.0378 -13.0491 -2.9974 -1.31 -1.16 -0.64 -0.37
O -30.9364 -13.8610 -2.7903 0.08 0.75 -0.34 0.00
N -28.9266 -12.9901 -2.3113 1.94 0.09 2.67 -0.15
C -27.8736 -12.0479 -2.6384 1.11 -0.40 0.07 -0.05
C -28.5644 -13.8630 -1.1359 -0.63 -0.12 -0.77 0.00
H -29.9611 -12.3231 -3.8216 -0.78 0.04 -0.22 0.14
H -28.0027 -11.3514 -3.4668 -0.76 -0.51 -0.32 0.09
H -27.0422 -12.7171 -2.8599 0.60 0.52 -0.22 0.09
H -27.5653 -11.3905 -1.8255 -0.26 -0.27 0.48 0.07
H -28.5741 -13.3183 -0.1918 0.26 0.36 -0.17 0.08
H -29.2157 -14.7203 -0.9658 -0.58 0.36 -0.58 0.09
H -27.5998 -14.3372 -1.3171 0.28 0.47 0.00 0.09
C -23.4955 -10.3490 -1.5455 -0.10 -0.39 3.83 -0.37
O -23.2610 -11.3295 -0.8240 -0.22 0.65 -1.35 -0.01
N -23.7220 -10.3257 -2.8303 -0.92 -2.05 -2.91 -0.16
C -23.5774 -9.1239 -3.6241 -0.09 0.54 -0.01 -0.06
C -23.7248 -11.6145 -3.5974 0.75 0.76 -0.64 -0.02
H -23.6707 -9.3746 -1.0638 0.41 0.25 -0.16 0.12
H -22.5413 -8.8851 -3.8644 0.27 -0.21 0.03 0.10
H -23.9787 -8.2529 -3.1060 -0.07 -0.11 0.21 0.08
H -24.0961 -9.2079 -4.5791 -0.09 -0.27 0.21 0.05
H -24.0852 -12.5451 -3.1591 0.15 0.62 0.98 0.08
H -24.3207 -11.5275 -4.5059 -0.10 0.54 0.01 0.07
H -22.6969 -11.7569 -3.9310 0.08 -0.42 -0.06 0.09
C -31.0624 -14.0851 2.1151 -0.36 -2.61 -0.21 -0.32
O -31.6695 -15.0175 1.5545 0.47 1.94 0.62 -0.03
N -29.9270 -14.2763 2.8217 1.07 0.84 0.60 -0.16
C -29.2124 -13.0760 3.3380 -0.11 -0.66 0.01 -0.04
C -29.2675 -15.5874 2.9511 -0.47 -0.41 -1.21 -0.04
H -31.3855 -13.0345 2.1784 -0.21 -0.10 -0.37 0.12
H -29.5534 -12.8408 4.3463 0.37 -0.15 0.19 0.09
H -29.3498 -12.1592 2.7647 -0.33 -0.27 -0.40 0.07
H -28.1427 -13.2779 3.2841 -0.09 0.06 0.37 0.07
H -29.1466 -16.0836 3.9140 -0.44 0.87 0.57 0.08
H -29.8615 -16.2871 2.3630 -0.06 0.09 -0.07 0.08
H -28.2708 -15.6043 2.5103 0.07 0.46 -0.14 0.08
C -35.1052 -10.2780 2.1778 -0.75 -2.58 -0.74 -0.27
O -34.2076 -10.4191 1.3534 -0.09 0.76 0.52 -0.03
N -35.7262 -11.3793 2.7428 2.66 0.56 -2.29 -0.18
C -36.8421 -11.2851 3.5535 -1.94 -0.79 1.12 -0.11
C -35.2116 -12.7569 2.4618 0.48 1.01 1.26 -0.02
H -35.5992 -9.3244 2.4202 0.24 0.02 0.16 0.14
H -37.5079 -12.0890 3.2397 -0.48 0.12 -0.05 0.09
H -37.3948 -10.3491 3.4714 0.27 0.08 0.00 0.10
H -36.6322 -11.5289 4.5950 0.13 0.32 0.34 0.09
H -35.9527 -13.4733 2.1073 -0.17 0.56 -0.36 0.08
H -34.3155 -12.7030 1.8436 -0.43 0.05 -0.23 0.08
H -34.8756 -13.1221 3.4323 0.08 -0.27 0.17 0.09
C -24.8034 -7.9235 -8.4746 -0.54 0.20 0.31 -0.35
O -24.3165 -7.0249 -9.1118 0.61 0.62 0.06 0.02
N -25.2366 -7.8474 -7.1758 -0.47 -0.71 0.38 -0.17
C -26.1410 -8.8804 -6.6328 0.28 0.71 -0.41 -0.06
C -24.8009 -6.8021 -6.2233 -0.38 -0.09 -1.69 -0.02
H -24.9540 -8.8880 -8.9838 -0.35 -0.31 0.45 0.13
H -26.1611 -9.7507 -7.2888 0.30 -0.05 0.16 0.07
H -27.1624 -8.5023 -6.5896 -0.13 0.15 0.03 0.08
H -25.8762 -9.1520 -5.6109 0.19 -0.15 -0.11 0.06
H -25.6427 -6.3406 -5.7072 -0.08 -0.68 0.53 0.09
H -24.0316 -7.2872 -5.6224 -0.11 0.75 0.44 0.07
H -24.4541 -5.9488 -6.8061 0.68 -0.30 -0.06 0.09
C -30.3183 -6.6791 1.7755 -0.16 1.58 -0.81 -0.37
O -29.3251 -7.3814 1.7115 -0.26 -0.03 0.31 0.02
N -31.5928 -7.0471 1.6773 -1.61 -0.55 -0.29 -0.18
C -32.8479 -6.2399 1.7926 2.19 0.45 -0.56 0.00
C -31.9860 -8.4030 1.7411 -0.08 -1.49 0.35 -0.07
H -30.3427 -5.5784 1.7697 0.90 0.30 0.30 0.13
H -33.5476 -6.5843 1.0311 0.04 -0.01 0.06 0.08
H -32.5407 -5.2185 1.5678 -0.43 0.25 0.27 0.09
H -33.2955 -6.3538 2.7799 0.07 0.12 0.03 0.09
H -32.6553 -8.6632 0.9211 -0.28 0.13 0.34 0.06
H -31.2015 -9.1594 1.7167 0.38 0.53 0.12 0.09
H -32.4707 -8.4250 2.7171 -0.56 -1.06 -0.08 0.10
```
Forces are in eV/Å.